59
Properties=species:S:1:pos:R:3:forces:R:3 method="wB97M-V/def2-TZVPD" orbital_gap_ev=6.76 homo_ev=-11.29 total_charge=+1 de_lowest_kcal_mol=9.4
Au -0.809 -0.087 -0.036 -0.3132 0.4878 0.0942
C -5.827 -2.759 1.184 0.0073 0.0003 -0.0038
C -5.379 -2.302 -0.195 0.0069 0.0036 0.1136
N -4.984 -0.895 -0.220 0.0141 0.0573 -0.0182
C -3.754 -0.408 -0.085 0.0081 0.0106 0.1622
S -2.457 -1.596 0.190 -0.1428 -0.2647 -0.3480
N -3.595 0.894 -0.110 0.0707 0.0189 -0.0457
N -2.297 1.290 -0.036 -0.2792 -0.1107 0.2179
C -1.988 2.539 0.041 0.1064 0.0122 -0.1451
C -2.995 3.632 0.104 -0.0412 -0.0248 -0.0531
C -0.539 2.825 0.029 -0.0513 -0.0019 0.1180
C -0.028 4.106 -0.023 0.0386 0.0003 0.0439
C 1.354 4.282 -0.029 -0.0071 -0.0161 -0.0167
C 2.180 3.177 0.019 -0.0473 0.0373 0.0514
C 1.602 1.915 0.059 0.1197 -0.0479 0.0421
N 0.285 1.753 0.065 0.0870 -0.2036 -0.3681
H -6.142 -3.801 1.146 0.0035 -0.0022 0.0006
H -6.668 -2.164 1.540 -0.0018 -0.0002 0.0000
H -5.014 -2.674 1.906 -0.0024 0.0043 0.0050
H -6.180 -2.420 -0.924 0.0109 -0.0038 -0.0111
H -4.535 -2.896 -0.544 -0.0276 -0.0083 -0.0605
H -5.709 -0.196 -0.287 -0.0073 -0.0101 -0.0145
H -3.989 3.218 0.228 0.0011 -0.0042 0.0033
H -2.974 4.220 -0.816 0.0132 0.0076 0.0042
H -2.770 4.298 0.937 0.0123 0.0069 -0.0077
H -0.693 4.955 -0.062 -0.0067 -0.0013 0.0135
H 1.770 5.279 -0.075 -0.0034 0.0017 0.0077
H 3.256 3.269 0.025 0.0044 -0.0217 -0.0267
H 2.194 1.010 0.086 -0.0369 -0.0617 -0.0211
O 1.734 -3.606 -0.016 0.0068 0.0041 -0.1066
S 0.536 -2.831 -0.193 -0.0516 -0.0402 0.0800
N 0.722 -1.335 -0.109 -0.1657 0.1872 0.3906
C 5.832 -0.375 5.548 0.0071 0.0111 0.0115
C 5.829 0.967 4.831 0.0198 -0.0243 -0.0329
N 5.124 0.919 3.547 -0.0134 -0.0028 0.0198
C 3.833 1.582 3.461 -0.0002 -0.0082 0.0119
C 2.750 0.905 4.290 -0.0119 0.0033 -0.0245
C 5.809 0.413 2.489 -0.0522 -0.0048 0.0029
O 6.967 0.043 2.571 0.0252 0.0472 0.0016
C 5.096 0.259 1.173 0.0244 -0.0556 -0.0075
C 5.641 0.816 0.024 0.0252 0.0210 -0.0037
C 5.059 0.536 -1.202 -0.0527 0.0606 -0.0066
C 3.953 -0.303 -1.231 0.1088 0.0023 0.1124
N 3.425 -0.849 -0.138 0.5090 -0.0827 -0.1421
C 3.992 -0.576 1.032 0.0246 0.0461 -0.0615
H 6.344 -0.286 6.506 0.0049 -0.0037 -0.0005
H 6.358 -1.117 4.950 -0.0106 -0.0039 -0.0059
H 4.817 -0.729 5.734 -0.0016 0.0007 0.0014
H 6.854 1.280 4.638 -0.0071 0.0316 0.0207
H 5.345 1.734 5.438 -0.0037 -0.0014 0.0008
H 3.532 1.617 2.416 0.0193 0.0139 0.0004
H 3.956 2.619 3.792 -0.0140 0.0020 -0.0006
H 2.626 -0.137 3.994 -0.0023 -0.0001 -0.0021
H 1.797 1.420 4.155 -0.0006 0.0091 0.0138
H 2.990 0.929 5.353 0.0077 -0.0145 0.0006
H 6.520 1.445 0.097 0.0268 -0.0369 -0.0032
H 5.461 0.946 -2.118 0.0047 -0.0022 -0.0033
H 3.470 -0.553 -2.171 0.0164 -0.0073 -0.0143
H 3.547 -1.053 1.901 0.0209 -0.0172 0.0095



53
Properties=species:S:1:pos:R:3:forces:R:3 method="wB97M-V/def2-TZVPD" multiplicity=2 orbital_gap_ev="6.95 / 7.00" homo_ev="-16.87 / -16.87" total_charge=+3 s_squared=0.751
Ce -0.995 0.088 -0.130 -0.2365 -0.1463 0.2883
S -1.994 2.744 -0.743 -0.4002 0.2523 -0.4624
S -1.906 -2.571 -0.436 -0.4173 -0.3328 -0.3584
C -3.839 2.555 -0.733 0.4822 -0.0028 -0.1915
C -1.411 2.603 -2.495 -0.3774 0.0267 0.2787
C -1.804 1.308 -3.205 0.0332 0.2016 -0.2371
N -1.167 0.083 -2.593 0.3552 0.2152 -0.7933
C -1.765 -1.221 -3.049 -0.0372 -0.1435 -0.2910
C -1.346 -2.443 -2.222 -0.3679 -0.1237 0.2723
H -0.317 2.744 -2.456 -0.3360 -0.0263 0.0914
H -1.824 3.474 -3.015 0.1150 -0.2383 -0.0825
H -1.433 1.414 -4.234 -0.4285 -0.1504 0.0464
H -2.898 1.194 -3.216 0.3806 -0.0866 -0.0847
H -1.377 -1.426 -4.057 -0.4601 0.0466 0.0403
H -2.861 -1.131 -3.099 0.3870 0.0548 -0.0104
H -0.253 -2.598 -2.273 -0.5001 0.0569 0.2454
H -1.798 -3.342 -2.647 0.1247 0.1388 -0.3131
C -3.757 -2.443 -0.520 0.5865 -0.2331 0.0541
H -0.232 0.086 -3.028 -0.1371 -0.0381 0.4663
H -3.995 -1.581 -1.139 -0.3816 -0.1038 0.0244
H -4.078 -2.288 0.522 0.0619 -0.0721 -0.4207
H -4.195 -3.377 -0.909 0.2752 0.4624 0.1004
H -4.100 2.451 0.328 0.0172 0.0314 -0.3005
H -4.082 1.644 -1.283 -0.3216 0.1749 0.0895
H -4.359 3.432 -1.150 0.4109 -0.3387 0.0881
C 4.396 0.315 -2.077 -0.1525 0.0315 0.6172
C 4.464 0.369 -0.740 -0.2835 0.0366 -0.6233
H 4.346 1.216 -2.684 0.1293 -0.1278 0.1438
H 4.409 -0.630 -2.615 0.0341 0.1110 0.1216
H 4.493 1.318 -0.208 0.0305 -0.1243 -0.1185
H 4.512 -0.531 -0.131 0.1272 0.0518 -0.1121
C 2.134 -3.243 0.960 -0.0790 0.2251 0.1346
C 1.336 -2.391 0.200 -0.2907 0.7244 0.6379
N 0.943 -1.165 0.625 0.3947 -0.6315 -0.0384
C 1.362 -0.728 1.848 0.4527 -0.4941 0.4584
C 2.202 -1.556 2.664 -0.6974 1.5039 -0.5075
C 2.581 -2.813 2.197 0.2758 -0.5440 -0.2957
C 2.654 -1.029 3.900 -0.0287 1.3984 1.0009
C 2.297 0.239 4.331 0.9020 -1.3786 0.1780
C 1.435 1.076 3.577 -0.1872 -1.0565 -0.9305
C 1.033 2.342 4.021 -0.2748 0.4335 -0.1085
C 0.109 3.065 3.285 0.0585 -0.0847 0.0978
C -0.433 2.491 2.139 0.7856 -0.8509 -0.0430
N -0.015 1.291 1.667 0.1323 0.5757 0.4248
C 0.935 0.571 2.345 -0.1457 0.5403 0.6437
H 2.365 -4.225 0.581 0.1487 -0.0471 -0.0512
H 0.945 -2.709 -0.761 0.2857 0.0221 0.1514
H 3.253 -3.428 2.814 -0.4185 0.1929 -0.3299
H 3.323 -1.646 4.493 -0.1246 0.1562 0.0599
H 2.670 0.630 5.279 0.0064 -0.2445 -0.2259
H 1.450 2.731 4.952 -0.1398 -0.0289 -0.2626
H -0.214 4.057 3.572 0.0205 -0.0944 0.1327
H -1.196 2.986 1.550 0.2100 0.0785 0.3043



55
Properties=species:S:1:pos:R:3:forces:R:3 method="wB97M-V/def2-TZVPD" orbital_gap_ev=9.15 homo_ev=-8.52 smiles="CN(CC1CCOCC1)C(=O)C[C@@H]1C(=O)NCCN1Cc1ccc(Cl)c(F)c1" de_lowest_kcal_mol=2.0
C -1.084 -0.241 -2.580 0.1636 0.2557 -0.0486
N -0.916 -1.377 -1.706 -0.2290 -0.2014 -0.0579
C 0.231 -1.641 -1.034 0.0620 0.4102 -0.3216
O 0.341 -2.610 -0.307 0.2267 -0.3010 0.3137
C 1.358 -0.652 -1.271 0.4056 -0.2384 0.1102
H 0.997 0.367 -1.132 0.0136 0.0285 -0.0566
H 1.712 -0.775 -2.297 -0.0917 0.1207 -0.0433
C 2.546 -0.915 -0.332 -0.5431 0.0886 -0.5675
N 2.172 -0.757 1.062 0.1158 -0.0197 0.2477
C 2.332 -1.943 1.867 0.2342 -0.4235 0.1410
C 3.708 -2.580 1.660 -0.2418 0.3523 0.3108
N 3.810 -2.927 0.263 0.1947 -0.3990 0.1058
C 3.179 -2.255 -0.718 0.2497 0.0828 0.0612
O 3.207 -2.630 -1.873 -0.1320 0.0380 -0.3312
H 4.223 -3.809 -0.001 -0.0372 0.1269 -0.0968
H 4.502 -1.871 1.936 -0.0611 -0.1182 0.1103
H 3.820 -3.478 2.269 0.0067 0.0336 -0.0468
H 1.569 -2.657 1.543 0.1144 0.0042 0.1972
H 2.170 -1.694 2.917 0.0057 0.0283 -0.0080
C 2.586 0.504 1.643 -0.0602 -0.0112 -0.0575
C 1.652 1.581 1.152 0.0267 0.3419 -0.0472
C 2.094 2.641 0.376 -0.1081 -0.0211 0.0917
C 1.184 3.561 -0.117 -0.1856 0.0795 -0.0477
C -0.174 3.442 0.147 0.2456 0.0630 -0.1030
C -0.613 2.385 0.934 0.1158 -0.0147 0.0106
C 0.293 1.469 1.429 0.0362 0.0968 -0.0210
H -0.049 0.640 2.028 -0.0820 -0.1359 0.0522
H -1.666 2.292 1.151 -0.1321 0.0219 0.0065
Cl -1.297 4.587 -0.495 0.0400 0.0110 -0.0119
F 1.635 4.577 -0.873 -0.1223 -0.1470 0.1098
H 3.139 2.768 0.138 0.1333 0.0082 -0.0486
H 3.628 0.772 1.402 -0.0565 -0.0013 0.0742
H 2.497 0.430 2.730 0.0610 -0.0151 -0.0448
H 3.323 -0.173 -0.585 -0.0649 -0.1182 0.0296
C -2.075 -2.212 -1.472 -0.2522 -0.0672 0.2212
H -1.719 -3.103 -0.950 -0.1268 0.0460 -0.0975
H -2.504 -2.514 -2.434 0.0276 -0.0099 0.0137
C -3.141 -1.507 -0.623 0.2420 -0.3678 0.0529
C -4.347 -2.419 -0.391 -0.0638 0.4447 0.1178
H -4.828 -2.677 -1.336 -0.0360 -0.0641 -0.0519
H -4.016 -3.339 0.093 0.0067 -0.0985 -0.0014
C -5.354 -1.711 0.518 -0.1009 -0.2819 -0.2656
O -4.784 -1.338 1.750 -0.0201 -0.0684 0.1444
C -3.692 -0.465 1.579 0.3701 0.0644 0.0064
C -2.581 -1.094 0.739 -0.4331 0.1575 -0.0436
H -2.194 -1.976 1.251 0.0854 -0.0387 0.0407
H -1.764 -0.383 0.617 0.0955 0.0347 0.0238
H -3.340 -0.233 2.587 -0.0047 0.0761 -0.0834
H -4.036 0.467 1.099 0.0237 -0.0253 0.0594
H -6.188 -2.371 0.765 0.0091 0.0880 -0.0826
H -5.748 -0.818 0.005 -0.0066 -0.0673 0.0374
H -3.480 -0.607 -1.151 -0.0330 0.0326 -0.0069
H -2.004 -0.371 -3.147 0.0101 0.0116 -0.0032
H -0.258 -0.169 -3.287 -0.0505 0.0595 -0.0220
H -1.150 0.699 -2.022 -0.0461 0.0476 -0.0719



52
Properties=species:S:1:pos:R:3:forces:R:3 method="wB97M-V/def2-TZVPD" orbital_gap_ev=8.70 homo_ev=-11.09 total_charge=+1 smiles=CCOCCC[NH2+]Cc1ccc(OCc2ccc(F)cc2)c(OC)c1
C 1.880 2.019 1.551 0.3390 0.0552 -0.2457
C 2.882 2.410 0.480 -0.4377 0.1329 0.0831
H 2.450 2.289 -0.522 0.0710 0.0234 0.0504
H 3.191 3.454 0.607 0.0439 -0.0814 -0.0476
O 4.028 1.569 0.610 0.1667 -0.1417 0.0778
C 5.124 1.927 -0.220 0.3076 0.1978 -0.0393
C 6.264 0.938 0.031 -0.4691 0.0656 -0.0709
C 5.890 -0.474 -0.412 0.6984 0.3140 -0.2122
N 4.714 -0.939 0.362 -0.2319 0.3134 0.2439
H 4.096 -0.074 0.446 0.2062 -0.4567 0.1377
C 3.923 -2.070 -0.218 -0.5089 -0.3694 -0.2028
C 2.460 -1.737 -0.139 -0.0535 -0.0213 0.0524
C 1.596 -2.380 0.728 0.1892 0.0374 -0.1100
C 0.265 -2.000 0.780 -0.1874 0.1025 -0.0102
C -0.237 -0.964 -0.001 0.0808 -0.0147 -0.0162
C 0.645 -0.297 -0.888 0.1837 -0.0468 -0.0016
C 1.970 -0.710 -0.938 -0.3039 -0.0928 0.0863
H 2.609 -0.203 -1.645 0.1100 0.1302 -0.1646
O 0.362 0.749 -1.698 0.3441 -0.2035 0.2809
C -0.968 1.160 -1.959 -0.5545 0.3054 -0.2085
H -0.876 1.934 -2.721 -0.0257 -0.0663 0.0440
H -1.445 1.576 -1.070 0.0459 -0.0372 -0.1106
H -1.573 0.340 -2.345 0.0404 0.0474 0.0230
O -1.521 -0.545 0.045 0.3530 0.1467 -0.2039
C -2.475 -1.256 0.827 -0.3772 -0.0729 0.1619
C -3.814 -0.626 0.549 0.2446 -0.1457 0.0632
C -4.188 0.534 1.217 -0.0319 -0.1419 -0.0874
C -5.396 1.146 0.942 -0.1600 0.0507 -0.0852
C -6.225 0.582 -0.012 0.1481 -0.0781 0.0023
C -5.876 -0.571 -0.693 -0.1685 0.1577 0.0004
C -4.662 -1.169 -0.408 0.0581 0.0846 0.1424
H -4.377 -2.068 -0.932 0.0324 -0.1121 -0.0581
H -6.547 -0.983 -1.429 -0.0924 -0.0223 -0.0698
F -7.401 1.171 -0.285 0.0844 -0.0492 0.0281
H -5.702 2.044 1.454 -0.0609 0.0916 0.0415
H -3.530 0.961 1.959 0.0714 0.0522 0.1053
H -2.222 -1.170 1.892 0.0305 -0.0553 -0.1271
H -2.481 -2.315 0.539 0.0500 0.0956 0.0510
H -0.390 -2.518 1.459 -0.1121 -0.0246 0.0624
H 1.943 -3.184 1.357 0.0529 -0.1205 0.0932
H 4.147 -2.994 0.316 0.1068 0.1126 -0.0047
H 4.221 -2.194 -1.261 0.1404 0.0598 0.1150
H 5.000 -1.162 1.318 -0.0746 0.0491 -0.1156
H 5.615 -0.461 -1.469 -0.0804 -0.1105 0.0978
H 6.726 -1.163 -0.279 -0.1644 -0.0615 -0.0228
H 6.512 0.948 1.093 0.0979 0.0343 0.0437
H 7.142 1.266 -0.523 0.0408 -0.0468 0.0080
H 4.818 1.910 -1.275 0.0199 0.0120 0.0406
H 5.452 2.946 0.020 -0.0576 -0.0777 -0.0347
H 1.567 0.985 1.423 -0.0652 -0.1064 -0.0074
H 2.320 2.136 2.537 0.0049 0.0305 0.1073
H 1.008 2.660 1.477 -0.1452 0.0543 0.0133